Computed, not measured: a cluster of 7 separate species, C33H48FO18P in total at a distorted geometry, with ωB97M-V with the def2-TZVPD basis set.

Structure (XYZ):
```
101
Properties=species:S:1:pos:R:3:lowdin_charge:R:1
C -2.349 1.528 0.554 0.19
C -1.246 1.168 0.275 -0.05
C 0.109 0.693 0.028 -0.39
C 0.417 -0.044 -1.281 -0.10
P -0.910 -1.031 -2.100 0.43
O -0.272 -2.230 -2.631 -0.28
O -1.462 -0.145 -3.330 -0.11
O -2.101 -1.466 -1.152 -0.09
O 0.615 -0.187 1.056 0.07
C 0.854 0.630 2.137 -0.52
O 0.476 0.504 3.238 0.22
O 1.627 1.659 1.642 0.09
C 1.033 1.944 0.369 -0.21
C 1.978 2.517 -0.674 -0.11
C 1.422 3.761 -1.370 -0.14
C -0.029 3.614 -1.832 -0.21
F -0.278 4.504 -2.838 -0.03
H -3.301 1.959 0.676 0.05
H 0.821 0.611 -2.052 0.08
H 1.194 -0.762 -1.047 0.12
H -1.032 0.714 -3.319 0.05
H -1.890 -1.423 -0.206 0.06
H 0.323 2.735 0.610 0.14
H 2.350 1.787 -1.388 0.10
H 2.855 2.863 -0.125 0.13
H 2.025 4.022 -2.235 0.09
H 1.453 4.607 -0.684 0.12
H -0.697 3.833 -1.003 0.12
H -0.219 2.588 -2.156 0.10
O 3.231 4.600 -4.342 0.13
C 3.479 3.480 -4.676 -0.47
O 2.950 2.393 -4.049 0.00
C 3.517 1.189 -4.599 -0.15
C 4.019 1.581 -5.980 -0.14
C 4.420 3.039 -5.776 -0.07
H 4.324 0.855 -3.942 0.13
H 2.752 0.416 -4.639 0.12
H 4.827 0.946 -6.339 0.12
H 3.202 1.522 -6.701 0.12
H 5.445 3.135 -5.420 0.11
H 4.276 3.633 -6.672 0.13
O -4.029 -0.244 1.484 0.10
C -3.890 -1.344 1.931 -0.46
O -2.720 -2.029 1.845 0.01
C -2.886 -3.359 2.373 -0.14
C -4.088 -3.265 3.299 -0.15
C -4.935 -2.192 2.621 -0.05
H -3.051 -4.044 1.538 0.13
H -1.979 -3.655 2.895 0.13
H -4.602 -4.216 3.432 0.12
H -3.775 -2.914 4.278 0.10
H -5.601 -2.611 1.865 0.14
H -5.501 -1.603 3.338 0.13
O 6.925 3.750 -7.808 0.13
C 7.777 3.648 -6.977 -0.49
O 7.643 4.125 -5.713 0.01
C 8.872 3.948 -4.987 -0.15
C 9.605 2.829 -5.710 -0.16
C 9.151 3.032 -7.153 -0.07
H 9.425 4.889 -5.008 0.13
H 8.646 3.697 -3.953 0.13
H 10.685 2.865 -5.576 0.12
H 9.254 1.861 -5.348 0.12
H 9.786 3.739 -7.687 0.13
H 9.087 2.096 -7.700 0.13
O -6.090 -2.452 6.502 0.12
C -5.387 -3.364 6.823 -0.48
O -4.089 -3.464 6.436 -0.01
C -3.542 -4.720 6.883 -0.15
C -4.420 -5.147 8.044 -0.15
C -5.776 -4.573 7.648 -0.06
H -3.577 -5.431 6.053 0.13
H -2.504 -4.574 7.177 0.12
H -4.424 -6.220 8.205 0.09
H -4.077 -4.671 8.965 0.12
H -6.342 -5.261 7.018 0.14
H -6.368 -4.278 8.510 0.13
O -5.129 6.777 -6.803 0.12
C -4.279 6.666 -5.972 -0.49
O -4.412 7.139 -4.707 0.02
C -3.184 6.952 -3.981 -0.16
C -2.457 5.832 -4.706 -0.17
C -2.908 6.042 -6.148 -0.07
H -2.624 7.890 -3.999 0.13
H -3.412 6.699 -2.948 0.12
H -1.379 5.860 -4.570 0.10
H -2.814 4.865 -4.347 0.12
H -2.267 6.747 -6.679 0.13
H -2.977 5.108 -6.698 0.12
O -3.386 -8.430 6.762 0.12
C -2.491 -8.289 7.540 -0.49
O -2.654 -7.693 8.749 0.00
C -1.380 -7.569 9.409 -0.15
C -0.494 -8.627 8.769 -0.15
C -1.040 -8.679 7.345 -0.07
H -1.003 -6.557 9.247 0.13
H -1.513 -7.728 10.477 0.13
H 0.566 -8.391 8.829 0.12
H -0.653 -9.589 9.259 0.12
H -0.563 -7.943 6.696 0.13
H -0.963 -9.671 6.910 0.13
```

Computed properties:
* gap between HOMO and LUMO: 10.2 eV
* E_LUMO: 0.3 eV
* SMILES: C#C[C@]1(CP(=O)(O)O)OC(=O)O[C@H]1CCCF.O=C1CCCO1.O=C1CCCO1.O=C1CCCO1.O=C1CCCO1.O=C1CCCO1.O=C1CCCO1
* total charge: 0
* HOMO energy: -9.87 eV

---

Computed, not measured: a cluster of 7 separate species, C33H49BF19O15 in total at a distorted geometry, with ωB97M-V with the def2-TZVPD basis set.

Structure (XYZ):
```
117
Properties=species:S:1:pos:R:3:lowdin_charge:R:1
C 6.932 0.430 1.423 -0.13
C 6.119 -0.913 1.068 -0.25
C 5.451 -1.650 2.330 -0.18
C 4.904 -3.145 1.970 -0.21
O 3.470 -3.208 1.818 -0.12
C 3.029 -2.698 0.535 -0.28
O 2.589 -3.670 -0.474 -0.10
B 2.168 -2.729 -1.573 -0.61
O 1.825 -1.387 -0.963 -0.13
C 1.758 -1.708 0.456 -0.20
C 1.591 -0.510 1.508 -0.18
F 2.165 -0.787 2.815 -0.09
C -0.010 -0.350 1.769 -0.19
C -0.675 0.709 0.755 -0.11
H 6.399 1.317 0.901 0.06
H 6.991 0.677 2.537 0.08
H 7.963 0.340 0.914 0.07
H 5.253 -0.605 0.362 0.11
H 6.723 -1.698 0.489 0.11
H 6.285 -1.805 3.124 0.10
H 4.637 -1.038 2.854 0.11
H 5.157 -3.786 2.903 0.12
H 5.492 -3.594 1.090 0.13
H 4.006 -2.322 0.052 0.14
H 1.221 -3.027 -2.223 0.05
H 3.198 -2.495 -2.149 0.05
H 0.876 -2.465 0.470 0.15
H 2.016 0.494 1.167 0.15
H -0.555 -1.357 1.606 0.11
H -0.147 -0.044 2.867 0.10
H -1.068 0.127 -0.151 0.08
H -1.584 1.158 1.301 0.05
H 0.067 1.510 0.421 0.08
C -1.446 -6.389 0.013 -0.05
C -2.248 -5.935 1.218 -0.20
O -2.845 -4.652 0.973 0.03
C -4.013 -4.656 0.290 -0.35
O -4.568 -5.657 -0.116 0.14
C -4.544 -3.233 0.145 -0.51
F -3.575 -2.360 -0.197 0.16
F -5.086 -2.778 1.299 0.15
F -5.507 -3.129 -0.796 0.15
H -0.710 -5.631 -0.266 0.09
H -0.927 -7.326 0.227 0.08
H -2.093 -6.541 -0.855 0.08
H -1.584 -5.813 2.076 0.13
H -3.007 -6.671 1.499 0.12
C 6.278 7.142 -1.596 -0.06
C 7.073 6.813 -0.348 -0.21
O 7.117 5.393 -0.137 0.02
C 8.064 4.719 -0.833 -0.35
O 8.847 5.237 -1.601 0.15
C 8.029 3.235 -0.479 -0.50
F 6.771 2.744 -0.429 0.13
F 8.581 2.993 0.731 0.15
F 8.702 2.471 -1.365 0.14
H 5.282 6.695 -1.546 0.09
H 6.176 8.224 -1.713 0.08
H 6.764 6.741 -2.489 0.08
H 6.581 7.243 0.527 0.13
H 8.082 7.232 -0.389 0.12
C 9.049 2.809 -4.374 -0.06
C 9.308 1.324 -4.206 -0.20
O 9.058 0.628 -5.438 0.03
C 10.069 0.634 -6.338 -0.36
O 11.138 1.181 -6.164 0.15
C 9.687 -0.178 -7.573 -0.51
F 8.428 0.081 -7.992 0.15
F 9.748 -1.508 -7.336 0.15
F 10.497 0.065 -8.624 0.15
H 8.039 2.982 -4.756 0.09
H 9.160 3.330 -3.422 0.05
H 9.743 3.251 -5.093 0.08
H 8.619 0.911 -3.466 0.12
H 10.322 1.129 -3.845 0.13
C -7.944 -6.330 0.453 -0.06
C -8.010 -6.649 -1.027 -0.20
O -8.913 -7.741 -1.271 0.02
C -10.226 -7.418 -1.354 -0.36
O -10.663 -6.293 -1.235 0.15
C -11.060 -8.659 -1.661 -0.51
F -10.688 -9.728 -0.922 0.15
F -10.948 -9.030 -2.957 0.15
F -12.375 -8.471 -1.426 0.15
H -7.685 -7.224 1.028 0.09
H -7.198 -5.557 0.647 0.07
H -8.911 -5.981 0.824 0.08
H -7.027 -6.973 -1.378 0.12
H -8.290 -5.772 -1.617 0.13
C -6.900 2.082 -0.873 -0.05
C -6.814 3.171 0.180 -0.21
O -5.479 3.271 0.697 0.03
C -4.610 4.008 -0.036 -0.35
O -4.894 4.568 -1.074 0.16
C -3.250 4.068 0.655 -0.50
F -2.859 2.866 1.130 0.14
F -3.260 4.915 1.712 0.14
F -2.269 4.493 -0.166 0.16
H -6.533 1.133 -0.473 0.08
H -7.931 1.951 -1.209 0.08
H -6.280 2.323 -1.740 0.08
H -7.459 2.917 1.022 0.10
H -7.156 4.135 -0.209 0.13
C -5.187 6.196 5.921 -0.06
C -5.274 5.851 4.447 -0.21
O -6.190 4.766 4.233 0.02
C -7.500 5.100 4.160 -0.35
O -7.926 6.231 4.264 0.16
C -8.348 3.861 3.883 -0.49
F -7.978 2.801 4.634 0.16
F -8.251 3.467 2.590 0.12
F -9.658 4.059 4.128 0.16
H -4.931 5.309 6.508 0.09
H -4.432 6.965 6.094 0.08
H -6.147 6.561 6.297 0.08
H -4.299 5.512 4.090 0.12
H -5.552 6.721 3.845 0.13
```

Computed properties:
* gap between HOMO and LUMO: 5.7 eV
* E_LUMO: 1.7 eV
* total charge: -1
* HOMO energy: -4.00 eV

---

Computed, not measured: a structure of composition C33H49BrCaNP3 at a distorted geometry, with ωB97M-V with the def2-TZVPD basis set.

Structure (XYZ):
```
88
Properties=species:S:1:pos:R:3:lowdin_charge:R:1
C 4.792 3.667 -5.309 0.00
C 4.071 3.947 -4.127 -0.22
C 4.070 5.293 -3.684 0.00
C 4.754 6.254 -4.440 -0.12
N 5.416 5.972 -5.556 0.08
C 5.437 4.715 -5.979 -0.12
C 3.403 2.894 -3.407 0.10
C 2.711 2.100 -2.785 0.05
C 1.836 1.193 -2.159 -0.21
C 1.126 0.193 -2.846 0.03
C 0.186 -0.571 -2.147 -0.09
C -0.435 -0.086 -0.954 -0.34
C 0.293 0.984 -0.311 -0.25
C 1.561 1.358 -0.787 -0.07
Ca 1.295 -0.664 1.175 1.07
P -2.218 -0.421 -0.443 1.08
H 3.598 5.625 -2.756 0.12
H 4.907 2.658 -5.709 0.12
H 4.790 7.301 -4.145 0.12
H 6.004 4.541 -6.891 0.12
H 2.250 1.901 -0.118 0.14
H 1.345 0.020 -3.908 0.15
H -0.089 1.479 0.626 0.09
H -0.170 -1.512 -2.585 0.12
C -3.560 -1.315 0.509 -0.35
C -4.881 -0.586 0.648 -0.10
H -3.143 -1.568 1.487 -0.04
H -3.707 -2.255 -0.034 0.09
H -5.623 -1.228 1.143 0.11
H -4.763 0.316 1.261 0.07
H -5.275 -0.321 -0.342 0.07
C -2.665 1.364 -0.318 -0.32
C -2.916 2.001 -1.673 -0.10
H -1.874 1.955 0.162 0.05
H -3.543 1.460 0.325 0.07
H -2.956 3.099 -1.572 0.10
H -2.110 1.766 -2.383 0.08
H -3.864 1.663 -2.113 0.07
C -2.703 -1.035 -2.105 -0.35
C -4.168 -1.105 -2.506 -0.11
H -2.289 -2.058 -2.124 0.11
H -2.148 -0.467 -2.863 0.08
H -4.209 -1.490 -3.533 0.10
H -4.757 -1.791 -1.889 0.08
H -4.661 -0.128 -2.508 0.07
Br -0.852 -1.938 2.288 0.15
P -0.389 2.126 3.913 1.00
C -1.961 2.104 2.951 -0.44
C -3.156 2.562 3.788 -0.15
H -2.129 1.101 2.543 0.05
H -1.841 2.778 2.098 0.06
H -4.012 2.845 3.161 0.07
H -3.469 1.767 4.472 0.08
H -2.887 3.440 4.386 0.07
C 0.339 0.459 4.028 -0.55
C 0.645 0.110 5.486 -0.15
H 1.252 0.374 3.406 0.01
H -0.391 -0.263 3.617 -0.12
H 0.590 -0.974 5.658 0.08
H 1.661 0.456 5.727 0.08
H -0.062 0.586 6.183 0.07
C 0.790 2.939 2.783 -0.47
C 0.950 4.424 3.059 -0.15
H 0.463 2.827 1.747 0.03
H 1.748 2.422 2.883 0.07
H 1.844 4.804 2.556 0.08
H 0.079 4.953 2.669 0.08
H 1.034 4.622 4.129 0.07
C 3.208 -4.170 1.715 -0.24
P 1.746 -3.445 0.826 0.74
C 2.436 -2.998 -0.804 -0.31
C 0.766 -4.948 0.481 -0.39
C 0.201 -5.181 -0.797 -0.10
C -0.482 -6.377 -1.033 -0.07
C -0.666 -7.310 0.002 -0.06
C -0.164 -7.040 1.272 -0.06
C 0.515 -5.851 1.526 -0.10
H 3.759 -3.339 2.183 0.04
H 3.848 -4.700 0.996 0.06
H 2.842 -4.863 2.485 0.04
H 2.896 -3.892 -1.245 0.07
H 1.662 -2.617 -1.495 0.01
H 3.220 -2.221 -0.714 0.05
H 0.329 -4.461 -1.620 0.09
H -0.855 -6.592 -2.039 0.11
H -1.200 -8.244 -0.200 0.12
H -0.285 -7.770 2.073 0.12
H 0.861 -5.624 2.534 0.10
```

Computed properties:
* gap between HOMO and LUMO: 6.1 eV
* E_LUMO: -6.7 eV
* ΔE to the lowest compared entry with this formula, charge and spin: 0.000 eV
* total charge: +2
* HOMO energy: -12.82 eV

---

Computed, not measured: a structure of composition C33H50BN6O2S3Ti, with ωB97M-V with the def2-TZVPD basis set.

Structure (XYZ):
```
96
Properties=species:S:1:pos:R:3:lowdin_charge:R:1
Ti 1.211 1.970 2.025 0.76
C 1.223 3.975 -3.403 -0.09
C 1.098 2.612 -2.782 -0.29
C 1.461 1.481 -3.537 -0.01
C 1.368 0.222 -2.917 -0.25
N 0.937 0.058 -1.700 0.16
N 0.536 1.146 -0.970 0.01
B 0.161 0.811 0.467 -0.69
N 0.359 -0.676 0.782 -0.04
N -0.679 -1.508 0.481 0.16
C -0.534 -2.795 0.703 -0.25
C 0.632 -3.362 1.223 0.01
C 1.725 -2.499 1.509 -0.27
C 3.010 -3.074 2.026 -0.06
C 1.548 -1.169 1.275 -0.46
S 2.844 0.025 1.446 1.00
C -1.773 -3.610 0.326 -0.54
C -1.649 -5.075 0.737 -0.08
C -1.953 -3.530 -1.196 -0.05
C -3.002 -3.000 1.010 -0.05
N -1.397 1.051 0.701 0.01
N -2.149 1.155 -0.378 0.19
C -3.445 1.285 -0.255 -0.21
C -4.050 1.283 1.013 0.05
C -3.277 1.166 2.135 -0.24
C -3.855 1.156 3.512 -0.08
C -1.872 1.063 1.956 -0.59
S -0.788 0.929 3.282 0.73
C -4.200 1.368 -1.576 -0.55
C -4.158 -0.020 -2.227 -0.04
C -5.654 1.794 -1.369 -0.07
C -3.503 2.380 -2.492 -0.05
C 0.631 2.431 -1.502 -0.48
S -0.036 3.805 -0.635 0.99
C 1.759 -1.058 -3.650 -0.55
C 3.161 -0.906 -4.250 -0.06
C 1.754 -2.259 -2.706 -0.06
C 0.744 -1.303 -4.775 -0.05
H 1.770 3.903 -4.344 0.07
H 1.745 4.662 -2.739 0.07
H 0.244 4.413 -3.608 0.07
H 1.827 1.587 -4.548 0.09
H 0.717 -4.421 1.411 0.09
H 2.808 -3.979 2.601 0.08
H 3.544 -2.369 2.661 0.04
H 3.674 -3.347 1.201 0.08
H -0.818 -5.566 0.227 0.08
H -2.565 -5.607 0.470 0.08
H -1.500 -5.177 1.814 0.08
H -1.097 -3.972 -1.710 0.08
H -2.034 -2.488 -1.508 0.07
H -2.855 -4.068 -1.501 0.08
H -2.897 -3.034 2.097 0.09
H -3.901 -3.556 0.731 0.08
H -3.122 -1.958 0.715 0.06
H -5.124 1.385 1.106 0.11
H -4.931 1.326 3.482 0.08
H -3.376 1.919 4.126 0.07
H -3.657 0.198 3.998 0.08
H -4.621 -0.771 -1.582 0.08
H -3.124 -0.317 -2.404 0.08
H -4.690 -0.008 -3.182 0.08
H -6.223 1.046 -0.813 0.08
H -6.137 1.918 -2.340 0.08
H -5.720 2.746 -0.838 0.09
H -2.461 2.106 -2.650 0.08
H -3.522 3.380 -2.053 0.09
H -4.013 2.416 -3.458 0.08
H 3.893 -0.699 -3.466 0.09
H 3.207 -0.092 -4.975 0.07
H 3.453 -1.829 -4.758 0.08
H 2.459 -2.119 -1.885 0.08
H 2.033 -3.159 -3.262 0.08
H 0.773 -2.405 -2.258 0.06
H 0.722 -0.468 -5.479 0.07
H -0.259 -1.422 -4.359 0.08
H 0.999 -2.212 -5.326 0.08
C 4.740 2.089 2.836 -0.08
C 3.916 1.206 3.777 -0.70
C 4.759 0.005 4.214 -0.08
C 3.529 2.026 5.013 -0.07
C 2.600 0.766 3.133 -0.50
H 5.612 2.488 3.362 0.08
H 4.145 2.922 2.457 0.07
H 5.105 1.523 1.976 0.07
H 5.695 0.328 4.681 0.08
H 5.009 -0.620 3.354 0.06
H 4.212 -0.608 4.934 0.08
H 4.419 2.323 5.575 0.08
H 2.884 1.447 5.679 0.08
H 2.987 2.927 4.719 0.08
H 2.116 -0.001 3.746 0.06
O 0.305 3.673 2.013 -0.33
C 1.055 4.009 0.896 -0.81
O 2.137 3.146 0.836 -0.30
H 1.364 5.064 0.920 0.10
```

Computed properties:
* gap between HOMO and LUMO (alpha / beta): 4.9 / 6.8 eV
* E_LUMO (alpha / beta): 2.5 / 2.5 eV
* ΔE to the lowest compared entry with this formula, charge and spin: 0.213 eV
* total charge: -1
* multiplicity: 3
* HOMO energy (alpha / beta): -2.40 / -4.33 eV

---

Computed, not measured: a structure of composition C33H50ClIrP at a distorted geometry, with ωB97M-V with the def2-TZVPD basis set.

Structure (XYZ):
```
86
Properties=species:S:1:pos:R:3:lowdin_charge:R:1
Ir -0.661 -0.063 1.378 0.93
Cl -2.773 0.947 1.114 -0.04
P -0.548 0.147 -0.973 0.96
C -1.065 1.254 3.615 -0.15
H -0.294 1.946 3.313 0.02
H -1.909 1.627 4.202 0.05
C 0.882 -0.751 -1.869 -0.39
C -0.424 1.951 -1.485 -0.42
C 2.219 -0.138 -1.437 -0.22
H 0.819 -1.762 -1.434 0.09
C 3.407 -0.979 -1.909 -0.19
H 2.306 0.876 -1.861 0.10
H 2.235 -0.028 -0.340 0.07
C 3.344 -1.354 -3.398 -0.21
H 4.327 -0.415 -1.717 0.11
H 3.462 -1.896 -1.303 0.11
C 1.971 -1.848 -3.862 -0.20
H 3.638 -0.483 -4.004 0.11
H 4.095 -2.126 -3.604 0.10
C 0.836 -0.924 -3.401 -0.20
H 1.954 -1.933 -4.956 0.10
H 1.790 -2.844 -3.438 0.11
H 0.940 0.051 -3.897 0.10
H -0.122 -1.344 -3.727 0.08
C -2.147 -0.409 -1.863 -0.43
C 0.088 2.316 -2.889 -0.21
H -1.477 2.272 -1.404 0.10
C -0.176 3.802 -3.153 -0.20
H 1.169 2.124 -2.962 0.10
H -0.397 1.723 -3.672 0.08
C 0.430 4.711 -2.077 -0.21
H 0.223 4.069 -4.136 0.10
H -1.261 3.964 -3.182 0.11
C 0.168 4.242 -0.640 -0.20
H 1.517 4.779 -2.240 0.11
H 0.043 5.732 -2.198 0.10
C 0.379 2.740 -0.442 -0.24
H 0.822 4.780 0.052 0.10
H -0.867 4.488 -0.361 0.12
H 1.445 2.484 -0.542 0.11
H 0.083 2.437 0.572 0.06
C -2.212 -1.938 -1.862 -0.22
H -2.913 -0.038 -1.162 0.03
C -3.575 -2.449 -2.331 -0.20
H -1.435 -2.338 -2.528 0.10
H -2.000 -2.314 -0.855 0.09
C -4.039 -1.825 -3.653 -0.21
H -3.532 -3.539 -2.437 0.10
H -4.318 -2.242 -1.544 0.12
C -3.899 -0.296 -3.695 -0.20
H -3.477 -2.265 -4.495 0.11
H -5.088 -2.099 -3.822 0.10
C -2.514 0.188 -3.243 -0.20
H -4.104 0.073 -4.705 0.10
H -4.649 0.155 -3.034 0.11
H -1.777 -0.092 -4.012 0.10
H -2.536 1.282 -3.187 0.10
C -0.351 -1.929 1.202 -0.39
C -0.921 -0.149 3.518 -0.47
H -0.046 -2.437 0.262 0.01
C -1.993 -0.917 4.360 -0.23
H 0.073 -0.628 3.507 0.06
C -1.827 -2.431 4.373 -0.24
H -2.051 -0.560 5.413 0.11
H -2.976 -0.627 3.951 0.10
C -1.779 -3.035 2.965 -0.21
H -0.904 -2.696 4.925 0.11
H -2.681 -2.874 4.901 0.09
C -0.380 -2.897 2.308 -0.32
H -2.039 -4.098 3.031 0.09
H -2.535 -2.535 2.344 0.10
H 0.416 -2.647 3.032 0.09
H -0.115 -3.884 1.894 0.09
C 1.184 0.361 1.606 -0.30
C 2.124 0.484 2.444 -0.10
C 2.822 0.565 3.665 -0.27
C 3.017 1.818 4.300 -0.05
C 3.543 1.865 5.581 -0.12
C 3.929 0.699 6.234 -0.13
C 3.818 -0.544 5.588 -0.10
C 3.280 -0.611 4.303 -0.05
H 2.693 2.726 3.785 0.11
H 3.644 2.843 6.076 0.10
H 4.348 0.735 7.242 0.09
H 4.138 -1.456 6.088 0.09
H 3.159 -1.573 3.794 0.11
```

Computed properties:
* gap between HOMO and LUMO (alpha / beta): 4.3 / 6.1 eV
* E_LUMO (alpha / beta): 2.7 / 1.8 eV
* ΔE to the lowest compared entry with this formula, charge and spin: 0.428 eV
* total charge: -1
* multiplicity: 5
* HOMO energy (alpha / beta): -1.61 / -4.28 eV

---

The E results, record by record, are as follows: -3081.87274; -4337.79548; -5616.68032; -3835.49703; -2193.14642 Ha.